w) Molecular formula: C2H10O2S2
Method: DFT, ωB97M-V/def2-TZVPD

Last column: natural (NBO) charge in e.
Element x y z (Å)
H 2.90 0.59 -1.27  0.213
H -2.88 2.35 1.88  0.471
H 1.54 -2.07 -0.78  0.227
H -1.20 -1.01 2.01  0.466
H 1.75 1.87 -1.68  0.225
S 0.93 0.53 0.16  0.084
H -2.33 -0.60 2.92  0.476
O -3.08 1.42 1.73  -0.946
H 1.84 -1.47 -2.38  0.211
H -3.84 1.40 1.15  0.476
O -2.00 -1.36 2.41  -0.943
H 0.56 -2.64 -2.13  0.231
H 2.74 1.96 -0.23  0.228
C 1.05 -1.77 -1.68  -0.766
S -0.18 -0.52 -1.26  0.104
C 2.18 1.31 -0.86  -0.758

Output
SMILES	CSSC.O.O
2S+1	1
LUMO level	0.596	eV
HOMO	-8.731	eV
gap between HOMO and LUMO	9.33	eV

***

x) Molecular formula: C2H10O2S2
Method: DFT, ωB97M-V/def2-TZVPD

Last column: natural (NBO) charge in e.
Element x y z (Å)
H 0.13 1.67 3.33  0.222
H 2.26 -1.03 -0.06  0.471
O 1.97 -0.49 -0.83  -0.946
H 0.45 -2.10 -2.27  0.475
S 0.56 1.71 1.06  0.059
H -0.66 -2.54 -3.12  0.460
H -0.70 0.15 -0.67  0.246
O 0.07 -2.93 -2.60  -0.934
H 2.49 0.31 -0.73  0.477
H 1.18 0.27 2.77  0.218
H -0.64 0.24 2.72  0.230
S -1.38 2.11 0.41  0.051
H -2.43 0.04 -0.26  0.219
C 0.26 0.84 2.64  -0.739
H -1.89 1.09 -1.69  0.223
C -1.66 0.66 -0.72  -0.731

Output
SMILES	CSSC.O.O
2S+1	1
LUMO level	0.370	eV
HOMO	-8.916	eV
gap between HOMO and LUMO	9.29	eV

***

y) Molecular formula: C2H10O2S2
Method: DFT, ωB97M-V/def2-TZVPD

Last column: natural (NBO) charge in e.
Element x y z (Å)
S -1.09 0.26 -0.86  -0.170
H 0.56 2.10 0.26  0.226
H 2.13 2.13 2.23  0.214
H -2.01 -0.71 -0.69  0.145
O 2.91 -0.96 -1.43  -0.933
H 2.08 -1.44 -1.28  0.469
S -1.17 0.75 1.18  0.077
H -3.79 -3.64 -2.48  0.470
H 3.32 -1.51 -2.11  0.464
H -0.23 2.89 1.64  0.221
C 1.30 1.46 2.19  -0.621
C 0.19 1.95 1.27  -0.520
O -3.81 -2.68 -2.39  -0.935
H 1.59 0.43 1.97  0.220
H -2.95 -2.39 -2.72  0.466
H 0.97 1.37 3.22  0.207

Output
SMILES	CCSS.O.O
2S+1	1
LUMO level	0.196	eV
HOMO	-8.103	eV
gap between HOMO and LUMO	8.30	eV

***

Which structure is most stable, and how do the rest compare? From most to least stable: w), x), y).